Density functional theory data (wB97M-V/def2-TZVPD) for C17H29ClGeN2O3S2Tl as an isolated structure.

Each line ends with the Löwdin charge.
Element x y z (Å)
1 Tl -0.399 -1.675 0.807  0.70
2 Ge -0.386 1.267 -1.109  0.89
3 Cl -0.396 -4.713 -1.179  0.39
4 S -0.018 -1.921 3.569  0.44
5 S 2.188 -2.590 1.661  0.47
6 O -0.205 1.108 0.741  -0.41
7 O 0.639 -0.300 -1.329  -0.41
8 O -1.940 0.223 -0.976  -0.38
9 N 5.172 -1.937 3.871  0.09
10 N 2.019 -1.168 6.655  0.09
11 C -3.242 0.664 -1.227  -0.75
12 C -3.522 2.008 -0.539  -0.06
13 C 0.606 3.354 1.184  -0.08
14 C -3.469 0.809 -2.739  -0.06
15 C 2.614 -1.841 4.231  -0.42
16 C 2.247 -1.469 5.561  -0.30
17 C 0.074 1.746 3.009  -0.04
18 C 1.580 -0.586 -2.343  -0.72
19 C 4.022 -1.916 3.998  -0.31
20 C 0.623 1.874 1.592  -0.72
21 C 1.660 -2.101 3.225  -1.23
22 C 2.876 -1.073 -1.700  -0.04
23 C 2.057 1.340 1.544  -0.03
24 C 1.016 -1.686 -3.245  -0.04
25 C -4.197 -0.390 -0.669  -0.04
26 C -1.575 -3.509 -0.628  -0.71
27 C 1.891 0.649 -3.200  -0.10
28 H -2.788 1.567 -3.136  0.06
29 H 2.681 -1.954 -1.086  0.05
30 H -0.429 3.709 1.147  0.08
31 H 2.702 1.868 2.253  0.09
32 H 2.682 0.421 -3.921  0.07
33 H 1.042 3.484 0.189  0.05
34 H 2.464 1.454 0.534  0.07
35 H -3.286 1.920 0.525  0.08
36 H -3.965 -1.364 -1.110  0.07
37 H 2.222 1.475 -2.563  0.06
38 H 3.615 -1.331 -2.467  0.08
39 H 0.705 2.287 3.721  0.08
40 H 1.775 -2.043 -3.949  0.08
41 H 2.063 0.274 1.790  0.05
42 H 1.000 0.978 -3.741  0.06
43 H -3.243 -0.142 -3.230  0.08
44 H 0.685 -2.526 -2.631  0.04
45 H -2.056 -3.045 -1.483  -0.04
46 H -2.267 -3.982 0.062  -0.04
47 H -5.240 -0.135 -0.884  0.07
48 H -4.060 -0.470 0.412  0.09
49 H -4.501 1.099 -2.969  0.07
50 H -0.943 2.151 3.048  0.08
51 H 0.040 0.693 3.301  0.02
52 H 3.291 -0.302 -1.047  0.08
53 H 0.155 -1.310 -3.807  0.08
54 H -2.879 2.785 -0.964  0.06
55 H 1.168 3.963 1.898  0.08
56 H -4.568 2.309 -0.657  0.07

Output
**Net charge**: -2
**LUMO level (alpha / beta)**: 4.47 / 4.41 eV
**Kohn-Sham gap (alpha / beta)**: 5.25 / 6.42 eV
**Expectation value of S²**: 0.7657
**Highest occupied orbital energy (alpha / beta)**: -0.78 / -2.01 eV
**Strongest force on any atom**: 0.0122 hartree/bohr
**Energy above the lowest of the compared OMol25 structures with the same formula, charge and spin**: 38.49 kJ/mol
**Multiplicity**: 2

=====

Density functional theory data (wB97M-V/def2-TZVPD) for C17H29ClNNdO2P2 as an isolated structure at a distorted geometry.

Each line ends with the Löwdin charge.
Element x y z (Å)
1 Nd -0.744 1.204 0.202  1.08
2 Cl -2.013 3.078 1.356  -0.26
3 P -2.560 -0.917 0.825  0.77
4 P 2.007 1.816 0.007  0.70
5 O 4.976 -2.619 0.312  -0.04
6 O 1.333 -1.921 -2.081  -0.06
7 N 0.217 0.048 2.074  -0.11
8 C -2.070 -0.720 2.621  -0.31
9 C 2.377 3.513 0.596  -0.28
10 C -2.038 1.458 -4.847  -0.14
11 C -1.471 -0.520 -3.549  -0.10
12 C -4.338 -0.592 0.913  -0.27
13 C 1.299 -1.203 4.329  -0.07
14 C -0.942 0.341 -2.492  -0.36
15 C 2.435 0.760 1.376  -0.32
16 C 2.125 -0.542 3.441  -0.05
17 C -2.061 0.053 -4.661  -0.12
18 C 1.604 0.077 2.274  -0.38
19 C -0.074 -1.274 4.077  -0.07
20 C -0.866 1.757 -2.753  -0.20
21 C -1.418 2.286 -3.906  -0.13
22 C 3.318 1.511 -1.246  -0.26
23 C -0.568 -0.665 2.928  -0.36
24 C -2.524 -2.738 0.700  -0.27
25 H -4.747 -0.601 -0.102  0.05
26 H 4.640 -3.484 0.514  0.02
27 H -2.481 1.893 -5.750  0.09
28 H -1.575 -1.584 -3.328  0.09
29 H -2.531 -1.576 3.135  0.08
30 H -2.554 -0.579 -5.414  0.10
31 H -1.549 -3.125 1.028  0.05
32 H -1.203 -0.267 -1.582  -0.01
33 H 5.904 -2.764 0.207  0.02
34 H 1.677 -1.519 -1.248  0.04
35 H -2.690 -3.037 -0.346  0.04
36 H 3.197 -0.501 3.589  0.11
37 H -0.778 -1.755 4.756  0.10
38 H 0.472 -2.253 -1.844  0.01
39 H 3.529 0.640 1.575  0.08
40 H -3.317 -3.172 1.328  0.05
41 H -1.385 3.380 -4.059  0.11
42 H -2.576 0.195 2.990  0.09
43 H 4.246 2.012 -0.918  0.04
44 H 2.987 1.913 -2.226  0.05
45 H 1.985 4.252 -0.119  0.04
46 H 3.461 3.632 0.691  0.04
47 H 1.904 3.682 1.570  0.04
48 H -0.114 0.236 -1.651  -0.01
49 H 1.699 -1.663 5.215  0.10
50 H -0.317 2.388 -2.035  0.04
51 H 3.485 0.424 -1.326  0.04
52 H -4.849 -1.352 1.507  0.05
53 H -4.522 0.394 1.346  0.05

Output
**Net charge**: 0
**LUMO level (alpha / beta)**: -0.04 / 0.01 eV
**Kohn-Sham gap (alpha / beta)**: 5.37 / 5.49 eV
**Expectation value of S²**: 3.8078
**Highest occupied orbital energy (alpha / beta)**: -5.41 / -5.48 eV
**Strongest force on any atom**: 0.0831 hartree/bohr
**Energy above the lowest of the compared OMol25 structures with the same formula, charge and spin**: 264.56 kJ/mol
**Multiplicity**: 4

=====

Density functional theory data (wB97M-V/def2-TZVPD) for C17H29F3N9O3S3Tl as an isolated structure.

Each line ends with the Löwdin charge.
Element x y z (Å)
1 Tl 0.328 0.359 0.819  0.86
2 S -2.537 3.800 -0.685  1.19
3 S -0.780 -2.322 -1.009  1.00
4 S -1.118 -0.753 2.496  0.75
5 F -1.901 -1.735 4.981  0.12
6 F -0.533 -3.195 5.795  0.17
7 F -0.790 -1.288 6.779  0.17
8 O -0.146 -0.909 -1.002  -0.65
9 O 2.502 3.953 1.069  0.11
10 O 0.843 2.874 1.906  0.05
11 N 4.195 2.576 -0.305  0.24
12 N 2.628 -0.628 -0.366  0.05
13 N -0.995 1.885 -0.134  -0.13
14 N -0.619 2.284 -1.404  0.04
15 N 2.124 1.768 0.542  0.07
16 N 1.439 -0.357 2.875  -0.05
17 N 1.820 2.960 1.189  -0.40
18 N 3.541 0.401 -0.585  0.02
19 N -2.497 2.381 1.610  0.14
20 C 1.664 -1.311 5.417  0.04
21 C -0.657 -1.832 -4.589  -0.09
22 C 0.100 4.850 -3.143  -0.08
23 C 0.410 -2.246 -3.578  -0.27
24 C -3.337 -3.267 -1.026  -0.28
25 C -1.139 3.948 -3.148  -0.23
26 C 2.624 -0.345 3.490  -0.10
27 C -1.331 3.265 -1.828  -0.58
28 C -2.488 -2.099 -1.535  -0.32
29 C 3.290 1.635 -0.108  -0.37
30 C 2.787 -0.821 4.772  -0.01
31 C 0.428 -1.318 4.786  -0.09
32 C -3.610 -3.196 0.473  -0.10
33 C -1.975 2.588 0.395  -0.68
34 C -0.075 -3.155 -2.449  -0.32
35 C -0.723 -1.888 5.585  -0.61
36 C 0.340 -0.827 3.487  -0.61
37 H 4.002 3.510 0.032  0.11
38 H -2.855 -4.217 -1.280  0.11
39 H 1.738 -1.693 6.429  0.15
40 H -1.175 -2.701 -4.997  0.09
41 H 0.862 -1.344 -3.156  0.08
42 H 1.205 -2.791 -4.087  0.12
43 H 2.200 -0.920 -1.239  0.08
44 H 3.453 0.067 2.926  0.12
45 H -4.186 -4.058 0.805  0.09
46 H 3.754 -0.804 5.254  0.12
47 H -2.097 1.701 2.241  0.05
48 H -0.863 -3.841 -2.772  0.11
49 H -2.029 4.532 -3.383  0.11
50 H 0.224 5.320 -4.117  0.08
51 H -2.687 -3.176 1.057  0.05
52 H 3.086 -1.407 0.096  0.12
53 H -4.275 -3.253 -1.583  0.12
54 H 5.062 2.381 -0.778  0.14
55 H 0.995 4.268 -2.924  0.07
56 H -2.786 -1.151 -1.081  0.10
57 H -3.204 2.997 1.974  0.12
58 H -1.396 -1.159 -4.153  0.07
59 H -1.048 3.177 -3.913  0.12
60 H 4.355 0.246 -1.163  0.17
61 H -4.184 -2.299 0.717  0.08
62 H -2.506 -1.998 -2.617  0.08
63 H 0.734 -3.761 -2.040  0.09
64 H -0.198 -1.303 -5.423  0.08
65 H 0.010 5.641 -2.397  0.08

Output
**Net charge**: +2
**LUMO level**: -5.99 eV
**Kohn-Sham gap**: 8.27 eV
**Highest occupied orbital energy**: -14.26 eV
**Strongest force on any atom**: 0.0101 hartree/bohr

=====

Density functional theory data (wB97M-V/def2-TZVPD) for C17H29N3O3 in the gas phase.

Each line ends with the Löwdin charge.
Element x y z (Å)
1 O -3.098 1.094 -1.705  0.05
2 O -1.283 4.224 0.947  0.10
3 O 1.083 0.410 0.428  0.04
4 N -0.110 2.288 0.704  0.06
5 N -2.117 2.607 -0.390  0.21
6 N 0.267 -1.434 -1.129  0.09
7 C 2.007 3.539 0.796  -0.18
8 C -1.842 -1.289 -2.297  -0.16
9 C 0.059 1.038 0.135  -0.34
10 C 3.165 4.006 1.676  -0.26
11 C 0.233 -4.450 0.932  -0.22
12 C -0.811 -0.716 -1.374  -0.16
13 C 1.559 -6.626 0.898  -0.11
14 C -2.923 -2.022 -1.495  -0.06
15 C 0.366 -5.855 0.344  -0.27
16 C -0.969 0.543 -0.756  0.00
17 C -1.175 3.125 0.456  -0.48
18 C 2.755 5.072 2.685  -0.11
19 C -2.132 1.365 -1.014  -0.41
20 C 1.761 -3.318 -0.816  -0.18
21 C 0.615 -2.735 -1.640  -0.18
22 C 1.417 -3.518 0.662  -0.20
23 C 0.934 2.793 1.587  -0.13
24 H -3.617 -2.510 -2.174  0.08
25 H 2.392 2.869 0.024  0.11
26 H -2.490 -2.773 -0.838  0.06
27 H 1.372 1.937 2.103  0.13
28 H -1.366 -1.975 -2.998  0.11
29 H 0.117 -4.537 2.015  0.11
30 H -0.548 -6.407 0.576  0.11
31 H -2.921 3.196 -0.574  0.17
32 H 0.938 -0.981 -0.490  0.10
33 H 2.618 -2.643 -0.881  0.12
34 H -2.321 -0.487 -2.855  0.11
35 H 3.944 4.413 1.027  0.10
36 H -0.683 -3.993 0.551  0.09
37 H 1.196 -2.548 1.113  0.10
38 H 0.442 -5.802 -0.744  0.10
39 H 0.449 3.461 2.300  0.12
40 H 1.518 -6.657 1.985  0.08
41 H 3.631 5.455 3.204  0.07
42 H -3.477 -1.307 -0.894  0.08
43 H 1.547 4.400 0.306  0.12
44 H -0.248 -3.404 -1.601  0.11
45 H 0.933 -2.653 -2.688  0.13
46 H 2.057 -4.268 -1.261  0.11
47 H 3.587 3.146 2.200  0.11
48 H 2.264 5.901 2.182  0.08
49 H 2.302 -3.910 1.166  0.11
50 H 2.072 4.668 3.427  0.07
51 H 1.553 -7.648 0.527  0.07
52 H 2.497 -6.164 0.602  0.06

Output
**Net charge**: 0
**LUMO level**: 0.61 eV
**Structure (SMILES)**: CCCCCCN/C(CC)=C1/C(=O)NC(=O)N(CCCC)C1=O
**Kohn-Sham gap**: 9.35 eV
**Highest occupied orbital energy**: -8.74 eV
**Strongest force on any atom**: 0.0118 hartree/bohr
**Energy above the lowest of the compared OMol25 structures with the same formula, charge and spin**: 3.11 kJ/mol

=====

Density functional theory data (wB97M-V/def2-TZVPD) for C17H29N3ORbTaTe as an isolated structure at a distorted geometry.

Each line ends with the Löwdin charge.
Element x y z (Å)
1 Ta 0.119 0.114 -0.528  1.31
2 Te 1.568 -2.089 -0.413  0.93
3 Rb -1.961 3.430 0.156  0.87
4 O -1.192 1.375 3.379  0.19
5 N -0.750 0.425 1.216  -0.07
6 N 1.120 1.797 -0.707  -0.28
7 N -1.466 0.006 -1.608  -0.26
8 C -2.871 -0.439 -1.700  -0.65
9 C 3.419 2.637 -0.662  -0.02
10 C 0.930 -2.941 3.927  -0.06
11 C 1.083 -2.263 2.704  -0.15
12 C 2.599 1.314 1.251  -0.07
13 C 1.630 3.575 0.898  -0.04
14 C 1.331 -2.995 1.540  -0.57
15 C 2.195 2.337 0.202  -0.64
16 C -0.946 0.897 2.318  -0.42
17 C -3.586 -0.065 -0.408  -0.05
18 C -2.886 -1.958 -1.888  -0.02
19 C 1.307 -5.060 2.806  -0.05
20 C -0.606 -0.192 -2.853  -0.16
21 C 1.041 -4.337 3.983  -0.05
22 C 0.752 2.691 -1.849  -0.15
23 C -3.539 0.237 -2.898  -0.02
24 C 1.453 -4.397 1.577  -0.14
25 H 2.430 4.053 1.479  0.12
26 H -0.267 2.477 -2.223  0.05
27 H -3.450 1.330 -2.837  0.09
28 H -3.071 -0.434 0.491  0.07
29 H 3.251 3.471 -1.355  0.09
30 H 1.661 -4.940 0.658  0.09
31 H 1.000 -1.173 2.645  0.06
32 H 0.500 -0.188 -2.613  0.04
33 H -0.784 0.612 -3.582  0.10
34 H 0.928 -4.857 4.936  0.12
35 H 1.408 -6.142 2.850  0.12
36 H 0.732 -2.374 4.835  0.11
37 H -2.372 -2.251 -2.812  0.08
38 H -4.605 -0.027 -2.912  0.11
39 H -0.823 -1.159 -3.332  0.10
40 H 2.972 0.375 0.812  0.04
41 H 0.753 3.749 -1.521  0.07
42 H 1.795 1.094 1.965  0.06
43 H 3.424 1.754 1.835  0.12
44 H 3.702 1.752 -1.250  0.10
45 H -4.598 -0.500 -0.428  0.11
46 H -3.712 1.030 -0.310  0.05
47 H 1.454 2.585 -2.694  0.11
48 H -2.395 -2.471 -1.051  0.09
49 H 1.247 4.327 0.190  0.07
50 H 0.819 3.312 1.599  0.07
51 H -3.093 -0.099 -3.843  0.09
52 H -3.927 -2.308 -1.953  0.11
53 H 4.272 2.902 -0.020  0.11

Output
**Net charge**: +2
**LUMO level**: -7.63 eV
**Kohn-Sham gap**: 6.02 eV
**Highest occupied orbital energy**: -13.65 eV
**Strongest force on any atom**: 0.0624 hartree/bohr
**Energy above the lowest of the compared OMol25 structures with the same formula, charge and spin**: 0.00 kJ/mol

=====

Density functional theory data (wB97M-V/def2-TZVPD) for C17H29N4NiO3PS2 as an isolated structure.

Each line ends with the Löwdin charge.
Element x y z (Å)
1 Ni 1.008 -0.088 0.068  0.00
2 S 2.336 -0.979 -1.417  0.85
3 S 2.125 -1.522 1.822  0.71
4 P -1.867 -1.907 -0.146  0.33
5 O -0.587 -1.255 -0.612  -0.42
6 O -2.886 -1.104 0.613  -0.36
7 O -5.077 2.063 -0.256  -0.12
8 N -1.867 -0.630 -3.317  0.05
9 N -2.455 2.225 0.677  -0.07
10 N -0.924 -2.229 2.263  0.09
11 N -0.401 0.953 1.158  0.19
12 C -4.769 1.535 1.027  -0.18
13 C 4.455 -2.915 1.504  -0.14
14 C 2.574 3.626 -1.046  -0.11
15 C -4.010 1.828 -1.161  -0.19
16 C -2.767 2.580 -0.715  -0.09
17 C 3.445 -1.901 -0.550  -0.72
18 C 3.356 -2.136 0.826  -0.75
19 C -1.312 -3.127 1.129  -0.19
20 C -2.583 -2.857 -1.448  -0.03
21 C 3.042 1.799 0.983  -0.12
22 C 2.122 1.470 -0.014  -0.28
23 C 3.477 3.939 -0.040  -0.12
24 C 4.604 -2.470 -1.332  -0.13
25 C -3.583 2.279 1.616  -0.10
26 C 1.914 2.402 -1.032  -0.14
27 C 3.713 3.016 0.971  -0.10
28 C -1.383 1.522 0.939  -0.21
29 H 4.710 -3.816 0.942  0.08
30 H -2.125 -3.769 1.462  0.10
31 H 4.667 -2.009 -2.314  0.06
32 H 4.158 -3.202 2.509  0.05
33 H 2.392 4.331 -1.849  0.09
34 H -0.021 -1.784 2.014  -0.03
35 H 5.551 -2.306 -0.816  0.08
36 H -1.907 2.331 -1.336  0.13
37 H -0.806 -2.721 3.144  0.15
38 H 3.998 4.889 -0.047  0.09
39 H -1.961 -3.480 -2.076  0.03
40 H -2.933 3.658 -0.762  0.13
41 H -3.271 1.853 2.568  0.13
42 H 1.233 2.169 -1.847  0.08
43 H -4.337 2.192 -2.134  0.13
44 H -3.651 -2.859 -1.613  0.02
45 H -3.839 3.330 1.772  0.13
46 H -5.653 1.675 1.649  0.13
47 H 5.367 -2.315 1.580  0.09
48 H -1.573 -0.830 -4.266  0.02
49 H -2.391 0.237 -3.337  0.00
50 H -4.533 0.470 0.949  0.10
51 H 3.235 1.094 1.783  0.06
52 H -0.437 -3.705 0.840  0.10
53 H -3.795 0.754 -1.215  0.11
54 H 4.490 -3.549 -1.471  0.08
55 H -1.045 -0.506 -2.734  -0.01
56 H 4.423 3.247 1.757  0.10
57 H -1.647 -1.499 2.335  0.12

Output
**Net charge**: 0
**LUMO level (alpha / beta)**: 0.15 / -0.86 eV
**Kohn-Sham gap (alpha / beta)**: 6.97 / 6.17 eV
**Expectation value of S²**: 2.3659
**Highest occupied orbital energy (alpha / beta)**: -6.82 / -7.03 eV
**Strongest force on any atom**: 0.0057 hartree/bohr
**Energy above the lowest of the compared OMol25 structures with the same formula, charge and spin**: 118.52 kJ/mol
**Multiplicity**: 3

=====

Question: The lowest strongest force on any atom belongs to which entry?
Answer: C17H29N4NiO3PS2